a.
DFT (ωB97M-V with the def2-TZVPD basis set) results for a single C3H5NO molecule.

Its total charge is 0. The SMILES is C1=CONC1. As for the multiplicity: 1. The value obtained for the LUMO energy is 0.0407 hartree. For the gap between HOMO and LUMO, the calculation gives 0.3489 Ha.

Each atom is followed by the atoms it is bonded to, with distances in Å.
Atoms and positions in Å:
1 C 0.3011 0.5662 -0.6303  C2 1.332, C5 1.545, H6 1.137
2 C 1.5074 0.1097 -0.2984  C1 1.332, O3 1.339, H7 1.076
3 O 1.4641 -0.9231 0.5527  C2 1.339, N4 1.429
4 N 0.1338 -0.9341 1.0733  O3 1.429, C5 1.449, H8 1.023
5 C -0.7101 -0.4036 0.0215  C1 1.545, N4 1.449, H9 1.103, H10 1.053
6 H -0.1979 1.3979 -1.2234  C1 1.137
7 H 2.5151 0.3719 -0.5715  C2 1.076
8 H 0.2481 -0.6594 2.0521  N4 1.023
9 H -1.6793 -0.0294 0.3917  C5 1.103
10 H -0.7469 -1.1383 -0.7317  C5 1.053

b.
DFT (ωB97M-V with the def2-TZVPD basis set) results for a single C3H5NO molecule.

Its total charge is 0. The SMILES is N/C=C/C=O. As for the multiplicity: 1. The value obtained for the LUMO energy is 0.0243 hartree. For the gap between HOMO and LUMO, the calculation gives 0.3389 Ha.

Each atom is followed by the atoms it is bonded to, with distances in Å.
Atoms and positions in Å:
1 N -0.2620 1.8111 -0.2877  C2 1.332, H6 1.153, H7 1.058
2 C 0.1176 0.5989 0.1130  N1 1.332, C3 1.368, H8 1.157
3 C -0.3253 -0.5920 -0.3943  C2 1.368, C4 1.463, H9 1.049
4 C 0.4111 -1.7147 0.1865  C3 1.463, O5 1.228, H10 1.093
5 O 1.4913 -1.6119 0.7604  C4 1.228
6 H -0.1239 2.5730 0.5672  N1 1.153
7 H -1.0393 1.9834 -0.9845  N1 1.058
8 H 0.8707 0.5254 0.9879  C2 1.157
9 H -1.1464 -0.8530 -0.9924  C3 1.049
10 H 0.0060 -2.7201 0.0439  C4 1.093

What should be chosen as the least stable of them? Choose a.

a.
DFT (ωB97M-V with the def2-TZVPD basis set) results for a single C4H4S molecule.

Its total charge is 0. The SMILES is C=C=C1CS1. As for the multiplicity: 1. The value obtained for the LUMO energy is 0.0125 hartree. For the gap between HOMO and LUMO, the calculation gives 0.3204 Ha.

Each atom is followed by the atoms it is bonded to, with distances in Å.
Atoms and positions in Å:
1 C -1.9032 -0.2889 -0.6434  C2 1.315, H6 1.101, H7 1.118
2 C -0.9300 -0.0131 0.1969  C1 1.315, C3 1.289
3 C 0.3477 0.0479 0.3568  C2 1.289, C4 1.454, S5 1.722
4 C 1.6962 0.4363 0.7373  C3 1.454, S5 1.883, H8 1.052, H9 1.141
5 S 1.4452 -0.7395 -0.7114  C3 1.722, C4 1.883
6 H -2.7039 -1.0338 -0.5154  C1 1.101
7 H -1.8411 0.2946 -1.5950  C1 1.118
8 H 1.7978 1.4674 0.5549  C4 1.052
9 H 2.0915 -0.1709 1.6193  C4 1.141

b.
DFT (ωB97M-V with the def2-TZVPD basis set) results for a single C4H4S molecule.

Its total charge is 0. The SMILES is C#C/C=C\S. As for the multiplicity: 1. The value obtained for the LUMO energy is 0.0242 hartree. For the gap between HOMO and LUMO, the calculation gives 0.3443 Ha.

Each atom is followed by the atoms it is bonded to, with distances in Å.
Atoms and positions in Å:
1 C 2.2033 -0.9488 -0.0306  C2 1.229, H6 1.056
2 C 1.1758 -0.2820 -0.1254  C1 1.229, C3 1.530
3 C 0.1303 0.8306 -0.0295  C2 1.530, C4 1.368, H7 1.107
4 C -1.2321 0.8082 0.0895  C3 1.368, S5 1.796, H8 1.090
5 S -2.3843 -0.5591 -0.0806  C4 1.796, H9 1.327
6 H 2.9102 -1.7333 -0.0246  C1 1.056
7 H 0.6439 1.8022 -0.1640  C3 1.107
8 H -1.7090 1.7791 0.2250  C4 1.090
9 H -1.7380 -1.6968 0.1402  S5 1.327

What should be chosen as the least stable of them? Choose a.

a.
DFT (ωB97M-V with the def2-TZVPD basis set) results for a 2-piece molecular cluster, C2HBrFO2 overall.

Its total charge is -1. As for the multiplicity: 1. The value obtained for the LUMO energy is 0.1325 hartree. For the gap between HOMO and LUMO, the calculation gives 0.2415 Ha.

Each atom is followed by the atoms it is bonded to, with distances in Å.
Atoms and positions in Å:
1 C 0.1053 1.9345 -0.1961  O3 1.152, O4 1.158
2 C 0.4094 -1.0909 0.2350  F5 1.435, Br6 2.126, H7 1.208
3 O -0.5092 1.9993 -1.1689  C1 1.152
4 O 0.6876 1.9362 0.8046  C1 1.158
5 F -0.8221 -0.5010 0.6777  C2 1.435
6 Br -0.3202 -2.2728 -1.3751  C2 2.126
7 H 0.4491 -2.0054 1.0229  C2 1.208

b.
DFT (ωB97M-V with the def2-TZVPD basis set) results for an isolated ion of composition C2HBrFO2 and charge -1.

Its total charge is -1. The SMILES is O=C([O-])[C@@H](F)Br. As for the multiplicity: 1. The value obtained for the LUMO energy is 0.1263 hartree. For the gap between HOMO and LUMO, the calculation gives 0.2834 Ha.

Each atom is followed by the atoms it is bonded to, with distances in Å.
Atoms and positions in Å:
1 O -1.6828 0.7601 0.6333  C2 1.263
2 C -0.8386 1.6314 0.2832  O1 1.263, O3 1.258, C4 1.634
3 O -0.7062 2.8791 0.3685  C2 1.258
4 C 0.4036 0.8630 -0.4488  C2 1.634, F5 1.326, Br6 1.842, H7 1.086
5 F 0.5870 -0.3447 0.0663  C4 1.326
6 Br 0.0057 0.7919 -2.2457  C4 1.842
7 H 1.3718 1.3319 -0.3026  C4 1.086

What should be chosen as the least stable of them? Choose a.